Entry 1:
A single C8H9N molecule at a distorted geometry, computed with wB97M-V/def2-TZVPD.

Positions of all 18 atoms, in Å:
1 C -2.183 1.127 1.109
2 C -1.088 0.217 0.469
3 C 0.240 0.241 1.066
4 C 1.208 -0.912 0.976
5 C 1.243 -2.200 0.131
6 N 1.251 -1.892 -1.114
7 C 1.149 -0.699 -1.683
8 C 0.739 0.589 -1.322
9 C 0.067 1.108 -0.157
10 H -3.168 1.078 0.699
11 H -1.780 2.129 0.950
12 H -2.238 1.089 2.129
13 H -1.378 -0.642 -0.214
14 H 2.146 -0.831 1.385
15 H 1.460 -3.147 0.424
16 H 1.266 -0.819 -2.727
17 H 1.101 1.365 -2.083
18 H -0.036 2.199 -0.037

Properties
Energy above the lowest of the compared OMol25 structures with the same formula, charge and spin = 6.105 eV
E_HOMO (alpha / beta) = -0.3022 / -0.3004 Eh
Gap between HOMO and LUMO (alpha / beta) = 7.8786 / 7.9119 eV
LUMO (alpha / beta) = -0.35 / -0.26 eV

***

Entry 2:
A molecular structure, C14H27Br15FN2O4P2 at a distorted geometry, computed with wB97M-V/def2-TZVPD.

Positions of all 65 atoms, in Å:
1 C 4.062 -1.230 1.098
2 C 3.271 -1.540 -0.300
3 O 1.932 -2.095 -0.097
4 C 1.033 -1.770 -1.189
5 C -0.537 -1.968 -0.889
6 N -1.151 -1.098 0.171
7 C -2.612 -0.876 -0.247
8 C -3.645 -0.878 0.980
9 O -4.451 -1.846 1.079
10 F -3.805 0.141 1.950
11 P -1.310 -1.857 1.820
12 C 0.349 -2.007 2.693
13 C -1.911 -3.681 1.654
14 C -0.725 -4.751 1.543
15 P -0.470 0.578 0.236
16 N -0.450 1.219 -1.250
17 O -1.430 1.632 1.180
18 O 1.096 0.647 0.858
19 H 5.176 -1.024 0.855
20 H 3.944 -2.096 1.842
21 H 3.656 -0.223 1.491
22 H 3.300 -0.547 -0.886
23 H 3.908 -2.291 -0.895
24 H 1.276 -0.718 -1.647
25 H 1.285 -2.516 -2.045
26 H -0.714 -3.091 -0.782
27 H -1.042 -1.676 -1.893
28 H -2.755 0.125 -0.801
29 H -2.986 -1.712 -0.952
30 H 0.099 -2.382 3.764
31 H 1.067 -2.779 2.259
32 H 0.883 -0.994 2.868
33 H -2.620 -3.876 2.548
34 H -2.585 -3.709 0.717
35 H -1.223 -5.798 1.569
36 H -0.137 -4.720 0.557
37 H 0.002 -4.743 2.431
38 H -1.055 2.063 -1.262
39 H -1.309 2.532 0.802
40 H 1.548 1.491 0.606
41 C -1.577 3.017 -4.476
42 Br -0.654 1.326 -4.242
43 Br -1.526 4.096 -2.863
44 Br -0.917 3.993 -6.016
45 H -2.623 2.784 -4.671
46 C -1.665 7.674 -0.614
47 Br -1.376 5.899 0.120
48 Br -1.586 7.678 -2.552
49 Br -3.310 8.461 0.041
50 H -0.848 8.301 -0.261
51 C 5.159 -0.657 -3.686
52 Br 6.050 0.825 -2.808
53 Br 5.780 -2.370 -3.019
54 Br 3.227 -0.497 -3.585
55 H 5.427 -0.611 -4.740
56 C 4.555 -3.298 4.998
57 Br 3.111 -2.013 5.134
58 Br 3.920 -5.047 4.451
59 Br 5.981 -2.660 3.852
60 H 4.974 -3.409 5.998
61 C -6.331 5.287 -0.722
62 Br -5.388 3.607 -0.485
63 Br -6.296 6.364 0.891
64 Br -5.676 6.270 -2.261
65 H -7.374 5.042 -0.920

Properties
Charge = +1
E_HOMO = -0.4375 Eh
Gap between HOMO and LUMO = 8.5002 eV
LUMO = -3.41 eV

***

Entry 3:
A molecular structure, C22H11Cl3F3IN2O3Re, computed with wB97M-V/def2-TZVPD.

Positions of all 46 atoms, in Å:
1 Re 0.010 0.197 0.319
2 Cl 2.399 -2.751 6.507
3 C 1.567 -2.102 5.161
4 C 0.196 -2.333 5.024
5 C -0.513 -1.820 3.949
6 Cl -2.190 -2.105 3.794
7 C 0.152 -1.066 2.983
8 O -0.536 -0.530 1.967
9 C 1.545 -0.839 3.114
10 C 2.269 -0.055 2.173
11 O 1.798 0.471 1.128
12 C 2.242 -1.356 4.219
13 H -0.325 -2.918 5.771
14 H 3.326 0.144 2.352
15 H 3.303 -1.174 4.327
16 Cl 3.197 -3.277 -4.710
17 C 2.322 -2.129 -3.786
18 C 2.012 -0.911 -4.326
19 C 1.267 0.057 -3.605
20 I 0.768 1.866 -4.467
21 C 0.883 -0.253 -2.334
22 O 0.137 0.536 -1.503
23 C 1.232 -1.481 -1.743
24 N 0.822 -1.641 -0.451
25 C 1.042 -2.808 0.138
26 C 1.706 -3.854 -0.510
27 C 2.163 -3.685 -1.795
28 C 1.928 -2.465 -2.457
29 H 2.329 -0.682 -5.334
30 H 0.682 -2.925 1.152
31 H 1.854 -4.786 0.015
32 H 2.690 -4.480 -2.305
33 F -2.532 6.276 2.582
34 C -2.450 6.032 1.273
35 F -1.648 6.945 0.725
36 F -3.661 6.148 0.739
37 C -1.874 4.644 1.048
38 C -0.610 4.356 1.546
39 C -0.091 3.099 1.337
40 N -0.773 2.144 0.680
41 C -1.997 2.431 0.201
42 C -2.580 3.671 0.360
43 H -0.036 5.100 2.081
44 H 0.898 2.836 1.687
45 H -2.516 1.642 -0.330
46 H -3.563 3.866 -0.042

Properties
<S²> = 0.76
Energy above the lowest of the compared OMol25 structures with the same formula, charge and spin = 0.333 eV
Charge = +2
E_HOMO (alpha / beta) = -0.5218 / -0.5234 Eh
Multiplicity = 2
Gap between HOMO and LUMO (alpha / beta) = 5.9427 / 6.2074 eV
LUMO (alpha / beta) = -8.26 / -8.03 eV

***

Entry 4:
A single C3H8N2OS molecule at a distorted geometry, computed with wB97M-V/def2-TZVPD.

Positions of all 15 atoms, in Å:
1 N -0.518 -2.332 -1.375
2 C -0.786 -1.063 -0.980
3 O -1.551 -0.325 -1.585
4 C 0.019 -0.446 0.197
5 N 1.432 -0.873 -0.055
6 C -0.042 1.068 0.183
7 S 0.376 1.929 1.677
8 H 0.303 -2.731 -0.954
9 H -0.865 -2.612 -2.273
10 H -0.232 -0.844 1.192
11 H 2.015 -0.063 -0.216
12 H 1.860 -1.616 0.475
13 H -1.030 1.388 -0.155
14 H 0.478 1.502 -0.691
15 H 1.700 1.762 1.707

Properties
Energy above the lowest of the compared OMol25 structures with the same formula, charge and spin = 0.772 eV
E_HOMO = -0.3329 Eh
Gap between HOMO and LUMO = 9.8162 eV
LUMO = 0.76 eV

***

Entry 5:
A single C22H28N2O7S molecule at a distorted geometry, computed with wB97M-V/def2-TZVPD.

Positions of all 60 atoms, in Å:
1 C -4.329 -3.271 -1.249
2 C -2.782 -3.015 -0.951
3 O -2.838 -1.920 -0.444
4 C -1.924 -1.652 0.648
5 O -1.133 -2.546 1.006
6 C -1.954 -0.238 1.111
7 C -1.365 0.095 2.333
8 C -0.342 -0.808 3.388
9 N -1.662 1.284 2.741
10 C -2.632 2.026 1.843
11 C -3.083 3.300 1.778
12 C -2.846 0.961 0.753
13 C -3.501 0.867 -0.484
14 O -4.660 1.468 -0.369
15 C -2.732 0.841 -1.795
16 O -1.360 0.940 -1.376
17 C -0.801 2.334 -1.217
18 O -1.650 3.245 -1.019
19 C 0.505 2.265 -0.952
20 C 1.365 3.412 -1.266
21 C 2.632 3.644 -1.223
22 C 3.197 2.496 -0.117
23 C 2.519 1.462 0.169
24 S 3.371 0.019 1.146
25 O 4.700 0.587 1.256
26 O 2.461 -0.211 2.085
27 N 3.397 -1.247 0.160
28 C 2.224 -2.323 0.097
29 C 1.427 -2.280 -1.185
30 C 4.571 -1.551 -0.585
31 C 4.271 -0.571 -1.786
32 C 1.059 1.337 -0.007
33 H -5.083 -3.301 -0.390
34 H -4.421 -4.123 -1.837
35 H -4.602 -2.490 -1.687
36 H -2.131 -2.885 -1.863
37 H -2.497 -3.811 -0.299
38 H -0.491 -0.596 4.458
39 H -0.501 -1.685 3.290
40 H 0.611 -0.537 3.014
41 H -1.194 1.893 3.465
42 H -3.062 3.719 2.908
43 H -4.152 3.249 1.630
44 H -2.610 3.868 1.066
45 H -3.144 1.568 -2.266
46 H -2.841 -0.310 -2.005
47 H 0.781 4.000 -1.779
48 H 3.235 4.501 -1.323
49 H 4.229 2.447 0.073
50 H 2.591 -3.163 0.352
51 H 1.477 -1.765 1.033
52 H 1.221 -1.005 -1.455
53 H 2.062 -2.670 -2.159
54 H 0.553 -2.772 -0.763
55 H 5.540 -1.247 -0.200
56 H 4.640 -2.647 -0.943
57 H 5.178 -0.895 -2.619
58 H 3.462 -1.015 -2.562
59 H 4.301 0.477 -1.855
60 H 0.747 0.246 0.229

Properties
Energy above the lowest of the compared OMol25 structures with the same formula, charge and spin = 17.844 eV
E_HOMO = -0.2994 Eh
Gap between HOMO and LUMO = 7.3108 eV
LUMO = -0.84 eV

***

Entry 6:
A single C5H11NO molecule at a distorted geometry, computed with wB97M-V/def2-TZVPD.

Positions of all 18 atoms, in Å:
1 C 0.381 -1.446 -0.198
2 C -0.444 -0.261 -0.662
3 C -0.261 0.021 -2.134
4 C -0.128 1.020 0.123
5 N -0.337 0.911 1.556
6 C 0.608 0.508 2.435
7 O 1.759 0.281 2.112
8 H 0.109 -2.316 -0.766
9 H 1.446 -1.228 -0.116
10 H 0.134 -1.762 0.826
11 H -1.505 -0.489 -0.509
12 H -0.776 0.936 -2.451
13 H -0.783 -0.717 -2.752
14 H 0.773 0.073 -2.463
15 H -0.830 1.780 -0.230
16 H 0.878 1.380 -0.072
17 H -1.288 0.917 1.830
18 H 0.263 0.393 3.472

Properties
Energy above the lowest of the compared OMol25 structures with the same formula, charge and spin = 0.435 eV
E_HOMO = -0.3545 Eh
Gap between HOMO and LUMO = 10.5228 eV
LUMO = 0.88 eV

***

Entry 7:
A molecular structure, C20H27ClGaN5O10 at a distorted geometry, computed with wB97M-V/def2-TZVPD.

Positions of all 64 atoms, in Å:
1 Ga -1.377 0.649 0.022
2 C -3.698 -0.064 -1.796
3 N -3.266 -0.473 -0.440
4 C -4.296 -0.030 0.534
5 C -3.208 -1.956 -0.355
6 C -2.171 -2.619 -1.232
7 N -0.822 -2.381 -0.731
8 C -0.551 -3.193 0.458
9 C 0.146 -2.720 -1.770
10 H -4.592 -0.630 -2.076
11 H -2.914 -0.247 -2.529
12 H -3.920 0.996 -1.794
13 H -5.236 -0.539 0.302
14 H -4.431 1.043 0.453
15 H -3.989 -0.286 1.542
16 H -4.194 -2.349 -0.628
17 H -3.031 -2.211 0.688
18 H -2.232 -2.239 -2.252
19 H -2.388 -3.697 -1.282
20 H -0.776 -4.253 0.274
21 H -1.132 -2.854 1.313
22 H 0.503 -3.108 0.724
23 H 0.009 -3.749 -2.130
24 H 1.161 -2.635 -1.378
25 H 0.041 -2.045 -2.621
26 O 0.649 7.479 0.760
27 C 1.494 6.589 0.592
28 O 2.729 6.615 0.449
29 C 0.899 5.160 0.528
30 C 1.723 4.043 0.621
31 C 1.185 2.779 0.493
32 N -0.108 2.561 0.245
33 C -0.903 3.639 0.181
34 C -0.460 4.936 0.330
35 C -2.330 3.308 -0.095
36 O -3.232 4.100 -0.080
37 O -2.529 2.019 -0.398
38 H 2.783 4.191 0.777
39 H 1.830 1.912 0.592
40 H -1.152 5.765 0.280
41 O -1.552 0.119 4.200
42 Cl -1.303 -0.503 2.965
43 O -2.362 -1.366 2.544
44 O -0.051 -1.185 2.920
45 O -1.218 0.653 1.943
46 O 5.028 -4.033 1.335
47 C 5.439 -2.698 1.182
48 N 4.560 -1.950 0.304
49 C 3.604 -1.117 0.794
50 O 3.488 -0.814 1.961
51 C 2.644 -0.562 -0.226
52 C 3.010 -0.155 -1.498
53 C 2.047 0.398 -2.331
54 C 0.755 0.499 -1.873
55 N 0.401 0.094 -0.640
56 C 1.326 -0.403 0.181
57 H 4.255 -4.056 1.910
58 H 6.432 -2.732 0.741
59 H 5.470 -2.163 2.129
60 H 4.480 -2.274 -0.647
61 H 4.037 -0.237 -1.829
62 H 2.295 0.750 -3.322
63 H -0.027 0.920 -2.492
64 H 1.025 -0.690 1.180

Properties
Energy above the lowest of the compared OMol25 structures with the same formula, charge and spin = 0.882 eV
E_HOMO = -0.2735 Eh
Gap between HOMO and LUMO = 5.7258 eV
LUMO = -1.72 eV

***

Entry 8:
A molecular structure, C10H27F13GaO9S, computed with wB97M-V/def2-TZVPD.

Positions of all 61 atoms, in Å:
1 C 5.415 1.824 0.629
2 C 5.653 0.512 -0.120
3 O 4.834 0.405 -1.261
4 C 3.510 -0.052 -0.957
5 C 3.312 -1.545 -1.231
6 O 2.208 -1.942 -0.459
7 Ga 1.282 -3.462 -1.065
8 O -0.068 -3.820 0.196
9 C 0.241 -2.993 -2.747
10 C -0.835 -1.954 -2.332
11 C -0.511 -0.555 -2.774
12 F -0.898 -0.327 -4.072
13 F 0.838 -0.314 -2.733
14 C -1.051 0.640 -1.916
15 F -0.559 1.772 -2.492
16 F -0.524 0.575 -0.671
17 C -2.617 0.870 -1.799
18 F -3.302 0.141 -2.694
19 F -2.829 2.179 -2.102
20 C -3.319 0.812 -0.378
21 F -4.528 1.369 -0.555
22 F -2.611 1.623 0.431
23 S -3.615 -0.824 0.562
24 F -2.070 -0.923 0.829
25 F -3.797 0.029 1.920
26 F -5.190 -0.740 0.345
27 F -3.493 -1.657 -0.766
28 F -3.831 -2.146 1.388
29 H 4.353 2.074 0.609
30 H 5.989 2.633 0.171
31 H 5.731 1.750 1.675
32 H 5.496 -0.349 0.545
33 H 6.688 0.454 -0.471
34 H 2.801 0.524 -1.548
35 H 3.301 0.101 0.108
36 H 3.136 -1.678 -2.310
37 H 4.223 -2.092 -0.937
38 H 2.265 -4.694 -1.300
39 H 0.381 -4.018 1.022
40 H -0.262 -3.888 -3.122
41 H 0.863 -2.607 -3.558
42 H -0.971 -1.994 -1.253
43 H -1.797 -2.191 -2.797
44 O 2.546 -6.363 0.861
45 H 1.923 -6.906 1.352
46 H 3.400 -6.532 1.271
47 O 1.749 2.731 -0.706
48 H 0.926 2.276 -0.907
49 H 1.504 3.398 -0.053
50 O 0.228 3.112 1.731
51 H -0.427 3.415 2.369
52 H 0.035 2.177 1.600
53 O -2.302 3.747 2.784
54 H -3.143 3.492 3.178
55 H -2.275 3.241 1.965
56 O -3.401 6.540 4.102
57 H -3.391 6.267 5.023
58 H -3.230 5.731 3.606
59 O -6.280 0.309 3.860
60 H -5.512 0.098 3.319
61 H -6.190 -0.254 4.634

Properties
Charge = -1
E_HOMO = -0.1779 Eh
Gap between HOMO and LUMO = 6.5012 eV
LUMO = 1.66 eV

***

Copy entry 6 word for word.
A single C5H11NO molecule at a distorted geometry, computed with wB97M-V/def2-TZVPD.

Positions of all 18 atoms, in Å:
1 C 0.381 -1.446 -0.198
2 C -0.444 -0.261 -0.662
3 C -0.261 0.021 -2.134
4 C -0.128 1.020 0.123
5 N -0.337 0.911 1.556
6 C 0.608 0.508 2.435
7 O 1.759 0.281 2.112
8 H 0.109 -2.316 -0.766
9 H 1.446 -1.228 -0.116
10 H 0.134 -1.762 0.826
11 H -1.505 -0.489 -0.509
12 H -0.776 0.936 -2.451
13 H -0.783 -0.717 -2.752
14 H 0.773 0.073 -2.463
15 H -0.830 1.780 -0.230
16 H 0.878 1.380 -0.072
17 H -1.288 0.917 1.830
18 H 0.263 0.393 3.472

Properties
Energy above the lowest of the compared OMol25 structures with the same formula, charge and spin = 0.435 eV
E_HOMO = -0.3545 Eh
Gap between HOMO and LUMO = 10.5228 eV
LUMO = 0.88 eV